A molecular structure, C45H55IrN4O3P2S2Sb in a non-equilibrium geometry. Source: the OMol25 dataset; level of theory: ωB97M-V with the def2-TZVPD basis set.

## Properties
<S²> = 6.02
frontier orbital gap (alpha / beta) = 7.565 / 5.892 eV
E_LUMO (alpha / beta) = -0.272 / -0.349 Ha

ORCA input file:
```
! RIJCOSX wB97M-V def2-TZVPD def2/J DEFGRID3
* xyz 3 5
Ir 0.56291 0.87495 -1.12680
Sb -2.43029 1.98885 -1.68440
S 1.08111 3.14755 -0.16120
S 0.66961 1.84255 -3.45460
P 2.38931 -1.67655 0.53830
P 0.38541 -0.32385 2.31860
O -1.05229 -0.55635 -2.01810
O -0.23639 0.35045 1.11960
O 1.61261 -1.08775 -0.60170
N 2.52061 3.33295 -4.60310
N -0.13969 5.00705 1.19870
N 3.26591 1.71855 -3.07520
N -1.17099 2.93725 1.25060
C 0.09871 -2.67535 3.76110
C 4.56821 -1.86575 -1.12970
C 2.26841 2.33555 -3.70040
C -3.36819 1.27935 -3.55060
C -4.37139 -2.66645 -0.79660
C -0.29809 0.40165 4.93920
C 1.79021 -3.32655 0.99080
C 5.91131 -2.00305 -1.43440
C 2.17831 -0.64025 2.04800
C 2.12271 -5.35845 2.22260
C 0.11251 -2.42655 -2.91740
C -1.62069 -2.21055 2.13490
C 4.16731 -1.75715 0.19830
C 6.45551 -1.93325 0.90380
C -1.23739 4.67835 -2.78780
C -3.48719 -4.61935 -1.89300
C 5.11511 -1.79175 1.21720
C 0.89841 -5.82715 1.77350
C -0.42369 -1.87235 2.75120
C -0.26729 1.24985 6.03430
C 0.12611 -5.05215 0.92280
C 0.34711 0.76985 3.76580
C 3.77971 3.67255 -4.93020
C 0.40181 2.46155 5.96170
C -1.04229 -1.77995 -2.23400
C -0.16669 3.72795 0.86030
C -1.09509 5.64445 2.08220
C 0.56641 -3.79945 0.53370
C 2.57391 -4.11305 1.82830
C -4.50099 -3.99565 -1.17860
C -1.76009 -4.17075 3.50900
C -4.18809 1.80285 -0.35790
C -2.39559 4.18165 -1.95550
C -2.28139 -3.36685 2.50800
C -2.20569 -2.58045 -1.86620
C 6.85441 -2.04345 -0.41920
C -3.04109 2.12315 -4.75980
C 4.50131 2.03145 -3.38190
C -5.11059 2.99115 -0.49730
C 1.03911 2.83085 4.78710
C 1.01501 1.98915 3.69150
C 4.82531 3.01005 -4.33890
C -0.57319 -3.82225 4.13670
C -2.34839 -3.92145 -2.24300
C -3.23109 -1.96975 -1.12900
H -0.76009 0.95535 6.94820
H -0.18059 -4.44175 4.92700
H -4.43259 1.30995 -3.32250
H -2.11259 5.54915 1.69370
H 4.81761 -1.70675 2.25230
H 1.72581 3.78865 -5.04340
H -0.99429 1.92805 1.23440
H -1.58339 -4.41885 -2.81600
H -0.81359 -0.54705 5.00240
H -3.84789 1.67435 0.66660
H 3.53681 -3.75395 2.15870
H 0.42821 3.11265 6.82210
H -3.27299 3.17205 -4.59280
H -0.19659 -2.73775 -3.91450
H -2.28049 -5.06475 3.81340
H -3.20769 -3.63355 2.02580
H -0.28239 4.44905 -2.31620
H 3.91651 4.45845 -5.65780
H -1.25349 4.23055 -3.77790
H -0.85699 6.70175 2.15940
H -5.16769 -2.18635 -0.24930
H -1.99479 2.01885 -5.03860
H -1.31049 5.75965 -2.89860
H 0.93681 -1.71985 -3.00070
H 0.55161 -6.80115 2.07890
H -5.39249 -4.54685 -0.92590
H 6.22881 -2.09405 -2.46130
H -2.38029 4.62905 -0.96440
H 2.60601 -1.12125 2.92500
H 7.18921 -1.96285 1.69430
H 5.84901 3.22475 -4.59160
H 1.52991 2.26955 2.78230
H 1.56971 3.76685 4.73490
H -3.64989 1.78405 -5.59660
H 7.90121 -2.16365 -0.65370
H 3.82561 -1.84435 -1.91450
H -3.07089 0.24395 -3.69890
H 0.45511 -3.31575 -2.39590
H -3.59119 -5.65155 -2.18970
H -0.03969 -3.17585 -0.10740
H 0.61671 5.57085 0.83670
H 5.27931 1.48145 -2.87020
H -4.65779 3.90645 -0.12610
H -1.05779 5.20695 3.08160
H -3.10309 -0.93845 -0.82780
H -5.41799 3.14775 -1.52890
H 1.01901 -2.40125 4.25660
H -3.34379 4.41325 -2.43360
H -1.77859 3.27955 1.98200
H -6.01249 2.80665 0.08520
H 2.68551 0.31595 1.88550
H -0.81609 -5.43055 0.55700
H -2.01259 -1.56665 1.36120
H -4.68629 0.89155 -0.68060
H 2.73051 -5.96975 2.86910
*
```

Atom charges from the Löwdin analysis, given in e for atoms 1 to 8: atom 1 (Ir): 0.918, atom 2 (Sb): 1.538, atom 3 (S): 0.621, atom 4 (S): 0.644, atom 5 (P): 0.787, atom 6 (P): 0.793, atom 7 (O): -0.237, atom 8 (O): -0.485

***

8 unconnected molecules or ions with the total composition C45H55NO17 in a non-equilibrium geometry. Source: the OMol25 dataset; level of theory: ωB97M-V with the def2-TZVPD basis set.

## Properties
structure (SMILES) = Oc1ccc(O)cc1.Oc1ccc(O)cc1.Oc1ccc(O)cc1.Oc1ccc(O)cc1.Oc1ccc(O)cc1.Oc1ccc(O)cc1.COCCNCCOC.O=C1OCCO1
frontier orbital gap = 8.075 eV
E_LUMO = 0.004 Ha

ORCA input file:
```
! RIJCOSX wB97M-V def2-TZVPD def2/J DEFGRID3
* xyz 0 1
O 1.56677 9.17820 3.24250
O -2.10001 -0.39069 3.70210
O 3.27160 5.57281 -0.32912
O -0.32457 3.00035 2.27317
O 2.04931 -0.72831 1.07793
O 4.91772 2.27615 0.74006
O 1.09235 -4.70948 -8.67906
O -6.64628 -3.25236 2.67726
O -1.78043 4.82647 -2.49937
O -0.37744 1.34934 0.73628
O 1.84917 -4.28977 5.20764
O -1.00085 -7.64666 0.58982
O -2.78981 6.38189 1.35777
O 3.72100 0.92402 5.97730
O -2.20299 2.50980 1.14460
O -0.33109 -2.30149 -0.16953
O -0.11050 -2.06595 -4.99512
N -0.09157 -4.68570 -6.04916
C -0.66159 9.15618 2.44075
C 3.16299 -2.04178 2.63482
C 1.22305 6.44478 -1.13835
C 0.47972 -5.86222 -8.11922
C -0.49998 6.45466 1.92206
C 2.92257 1.60843 3.77526
C -0.62607 -3.11709 -4.20482
C -1.50637 -4.26213 -0.61659
C -4.51150 -0.61192 3.90729
C -0.57060 -5.61702 -7.08602
C -1.41801 0.68041 0.04758
C 2.00229 -1.39990 2.28332
C -3.21711 -2.02973 2.42610
C 4.54397 2.02124 2.03779
C 0.32952 -5.69541 0.88242
C 0.52758 8.49097 2.65774
C -4.35799 -2.75010 2.10776
C -5.64837 -1.29312 3.50543
C 0.30956 3.91285 -1.62542
C 0.61820 7.12584 2.37957
C -0.50488 4.97335 -1.97375
C 1.91532 -3.26692 4.29928
C 0.59053 -4.33597 0.62073
C -2.47588 1.75440 -0.04570
C -0.36455 -3.68311 -0.10788
C 3.23211 1.95001 2.45867
C -1.77225 8.47431 1.95860
C 2.05507 5.34123 -0.90851
C -0.92259 2.31763 1.50797
C 0.75879 -1.74998 2.83288
C 0.75049 -2.62852 3.87184
C 0.50493 -1.09746 -4.16544
C -1.71190 7.14286 1.74414
C 5.54314 1.75508 2.95259
C 1.59072 4.04776 -1.09416
C -5.53782 -2.47189 2.80099
C -0.77095 -6.31716 0.31845
C -0.03198 6.23970 -1.69211
C 3.13377 -2.91071 3.75205
C -1.16569 -4.19258 -5.15438
C -1.73834 -5.63399 -0.42981
C 5.26959 1.53447 4.29261
C 3.93657 1.37503 4.69044
C -3.28301 -0.97689 3.36060
C 0.24374 -3.81414 -9.33813
H -0.17889 -1.30593 2.52756
H 1.54493 7.42942 -0.83315
H -6.47657 -3.98622 2.07796
H -2.28703 -3.64235 -1.03486
H 1.26528 -6.57666 -7.89483
H -1.08047 0.42002 -0.95731
H 2.92025 -0.73859 0.67608
H -0.75129 7.04113 -1.82657
H -2.65469 -6.11163 -0.73754
H -2.33739 2.44318 -0.88252
H 0.17910 -3.77526 -6.42005
H -2.11009 0.51850 4.01068
H -4.27786 -3.60956 1.45242
H 2.82100 1.20188 6.19211
H 1.59049 6.64972 2.42976
H 3.80250 6.28172 -0.69317
H 0.97678 -4.68737 5.24813
H -4.50206 0.14829 4.67790
H -0.31896 5.40093 1.73943
H 2.08577 3.09530 -0.97770
H -0.60928 10.22718 2.59356
H 1.85466 1.49800 3.92652
H 0.01145 -3.52113 -3.41359
H 0.79434 -3.10614 -9.95025
H 1.50871 -3.92236 1.01207
H 2.44516 2.16929 1.74498
H 6.00521 1.25117 5.03299
H -2.02396 -3.83342 -5.73147
H 0.40083 -1.85842 0.27803
H 4.10494 -1.73528 2.19861
H -1.70713 4.02221 -3.03080
H -6.59471 -0.88714 3.84038
H -3.50762 1.41136 -0.03819
H -0.28558 -8.06142 1.07633
H -1.45212 -5.01362 -4.48950
H -2.69494 9.02738 1.82616
H -0.01778 -6.32238 -8.98757
H -0.14643 -0.68011 -3.39193
H 4.13734 2.46936 0.21133
H -1.70637 -0.24998 0.53767
H -1.48386 -5.15523 -7.48464
H -2.28488 -2.28914 1.93770
H -0.79331 -6.50206 -6.48760
H 0.91524 -0.32733 -4.81446
H 6.56318 1.67993 2.59185
H -1.50554 -2.74208 -3.65956
H 1.35006 -1.53695 -3.62295
H 4.05572 -3.42070 3.99847
H -0.46282 -3.27512 -8.69175
H -2.50486 5.48078 1.18643
H -0.15043 -2.91542 4.40530
H -0.40734 -4.44012 -9.97651
H 1.97385 8.76592 4.00418
H -0.01185 2.87843 -1.72779
H 0.96011 -6.27202 1.54713
*
```

Atom charges from the Löwdin analysis, given in e for atoms 1 to 8: atom 1 (O): 0.021, atom 2 (O): 0.025, atom 3 (O): 0.034, atom 4 (O): 0.154, atom 5 (O): 0.010, atom 6 (O): 0.040, atom 7 (O): -0.192, atom 8 (O): 0.052

***

Number 1: E_tot -109264.06243 eV. Number 2: E_tot -83850.87364 eV.